Record 1
A 13-piece molecular cluster, C51H102O15 overall, computed with wB97M-V/def2-TZVPD.

ORCA input file:
```
! wB97M-V def2-TZVPD RIJCOSX def2/J DEFGRID3
* xyz 0 1
O -27.096 -1.918 7.249
O -27.738 -3.896 3.355
O -21.968 -2.661 7.790
O -22.171 -5.061 -0.429
O -26.733 -0.370 5.696
O -26.853 -7.494 5.346
O -24.839 -9.760 3.460
O -23.945 -2.842 4.288
O -26.676 0.267 7.874
O -20.499 -8.887 -0.628
O -23.611 -6.848 6.784
O -20.159 -7.688 6.285
O -22.686 2.539 5.848
O -17.956 -0.429 2.549
O -19.311 -5.712 2.719
C -28.216 -5.248 3.150
C -19.503 -9.896 -1.051
C -18.992 -6.048 7.388
C -26.852 -0.597 7.024
C -27.701 -7.855 7.556
C -17.843 -1.814 2.891
C -22.689 -10.034 2.619
C -22.472 -2.845 -1.191
C -19.036 -8.037 2.322
C -24.408 -4.249 4.538
C -17.668 -7.381 2.546
C -27.083 -2.371 8.624
C -24.076 2.536 5.884
C -26.935 -6.897 6.612
C -22.310 -0.690 6.511
C -21.078 -3.005 -0.667
C -19.671 -7.358 7.590
C -20.678 -6.496 5.719
C -19.996 -1.040 3.603
C -23.818 -8.179 7.173
C -18.870 0.030 3.516
C -27.348 -5.762 1.971
C -22.664 -10.166 4.114
C -23.604 -5.166 3.521
C -21.609 -2.033 6.603
C -24.533 2.325 4.435
C -20.924 -4.541 -0.795
C -23.435 3.017 3.661
C -19.317 -2.282 3.102
C -27.746 -9.120 6.732
C -22.350 -4.227 3.233
C -21.050 -9.563 -2.755
C -19.913 -6.806 2.026
C -27.852 -8.571 5.311
C -22.936 -2.833 3.319
C -23.959 -9.267 2.509
C -20.145 -10.613 -2.179
C -21.579 -8.858 -1.542
C -22.737 -0.425 7.950
C -22.249 2.523 4.485
C -19.930 -5.336 6.449
C -22.072 -1.600 8.721
C -26.781 -4.485 1.254
C -27.429 -3.364 2.093
C -26.997 -1.499 4.777
C -23.291 -8.307 8.547
C -24.154 -10.461 4.461
C -23.176 -4.007 -0.503
C -23.555 -6.029 7.984
C -23.712 -6.923 9.248
C -17.990 -6.057 3.117
H -27.924 -6.435 1.350
H -20.794 -0.778 2.919
H -24.510 -10.250 5.458
H -18.914 -8.184 7.771
H -20.311 -2.530 -1.228
H -24.856 -8.423 7.071
H -21.013 -1.362 9.080
H -21.594 -4.339 4.039
H -19.389 -8.496 3.225
H -20.996 -2.714 0.421
H -24.447 3.474 6.380
H -22.727 -11.005 2.090
H -20.753 -11.430 -1.834
H -28.583 -9.780 6.953
H -19.035 -8.746 1.519
H -17.935 -6.229 7.023
H -23.219 -8.826 6.483
H -20.500 -1.901 6.637
H -23.823 -0.475 7.999
H -24.388 -5.348 7.900
H -21.729 -9.447 2.354
H -27.358 -0.964 3.884
H -22.517 0.529 8.457
H -22.486 -9.315 -1.169
H -18.591 -9.328 -1.361
H -17.121 -7.291 1.589
H -17.936 -6.129 4.180
H -27.834 -2.032 5.116
H -18.911 -5.554 8.378
H -17.444 -2.366 2.099
H -19.731 -6.722 0.912
H -20.444 -6.517 4.666
H -17.252 -1.902 3.824
H -25.853 -6.721 6.800
H -21.381 3.186 4.470
H -23.279 2.633 2.690
H -22.341 -9.226 4.569
H -29.264 -5.315 2.748
H -17.292 -5.364 2.637
H -23.119 -6.622 10.143
H -26.133 -2.099 4.555
H -24.095 -5.382 2.562
H -23.779 -8.172 2.653
H -24.126 -4.543 5.589
H -21.727 -6.417 5.942
H -21.787 -4.316 2.346
H -21.897 -2.692 5.763
H -23.245 -2.417 2.316
H -21.819 -9.964 -3.403
H -22.774 -1.821 -0.887
H -20.482 -7.348 8.368
H -21.013 -6.801 2.214
H -27.447 -5.943 6.574
H -28.026 -5.855 4.037
H -26.490 -6.349 2.468
H -27.133 -4.387 0.152
H -19.456 -4.683 5.700
H -21.794 0.165 6.086
H -20.393 -1.279 4.575
H -27.173 -7.894 8.532
H -21.825 -7.841 -1.805
H -27.624 -1.622 9.225
H -16.990 -7.914 3.167
H -25.471 2.687 4.067
H -20.161 -4.937 -0.155
H -19.723 -2.499 2.094
H -19.461 -10.929 -2.932
H -24.475 -9.228 1.529
H -25.705 -4.405 1.310
H -22.658 -5.341 8.008
H -22.186 -2.127 3.717
H -20.366 -9.007 -3.374
H -22.085 -10.977 4.545
H -24.283 -11.566 4.354
H -25.505 -4.303 4.408
H -26.068 -2.642 8.921
H -23.343 -6.119 3.954
H -21.984 1.518 4.237
H -28.351 -3.064 1.578
H -19.163 -10.568 -0.280
H -18.403 -0.053 4.560
H -23.673 -9.224 9.010
H -26.821 -9.690 6.635
H -20.673 -4.636 6.899
H -20.683 -4.827 -1.882
H -23.542 -3.810 0.515
H -28.827 -8.155 5.164
H -23.517 4.109 3.660
H -26.875 -2.440 2.343
H -19.131 1.065 3.277
H -24.356 1.683 6.466
H -19.328 -3.154 3.734
H -22.459 -2.975 -2.312
H -23.231 -0.809 5.895
H -24.045 -4.448 -1.016
H -24.771 -6.880 9.621
H -27.660 -3.266 8.611
H -27.610 -9.268 4.500
H -22.255 -8.365 8.394
H -24.546 1.273 4.205
H -28.712 -7.543 7.829
H -22.670 -1.843 9.588
*
```

For the frontier orbital gap, the calculation gives 9.72 eV. For the HOMO energy, the calculation gives -0.33437 Eh.

Record 2
A 6-piece molecular cluster, C51H110N6O7 overall, computed with wB97M-V/def2-TZVPD.

ORCA input file:
```
! wB97M-V def2-TZVPD RIJCOSX def2/J DEFGRID3
* xyz 0 1
O 1.112 -1.151 2.697
O -1.443 6.225 -1.260
O 0.068 -7.225 0.764
O -3.825 -3.336 0.970
O -0.857 0.285 -7.380
O 2.140 0.980 4.252
O 2.110 1.439 -0.081
N 0.205 -0.601 0.034
N -0.205 1.513 -7.092
N -0.258 6.033 -0.511
N 2.169 2.385 4.030
N 0.433 -7.768 2.006
N -4.738 -2.839 0.006
C 2.353 -8.831 1.026
C 0.289 2.717 5.552
C 0.883 -0.232 -1.167
C 0.712 8.290 -0.851
C 2.069 0.567 -7.657
C 3.202 1.707 0.741
C 2.330 5.888 0.503
C -0.262 1.794 -5.664
C 1.228 5.280 -2.338
C 1.019 1.660 -7.878
C -6.913 -3.110 -1.071
C 0.346 -1.945 0.568
C 3.664 2.952 6.066
C 0.834 3.008 4.172
C 0.942 4.533 3.954
C 2.273 5.178 4.363
C -3.280 -0.987 -0.641
C 0.092 -1.455 3.598
C -0.568 -5.889 3.274
C 0.448 0.699 -4.826
C -5.147 -1.707 -2.115
C 0.649 1.675 -9.359
C 2.550 -6.540 2.012
C -1.864 -7.966 2.674
C -1.691 1.954 -5.197
C 1.577 3.042 -7.579
C -0.059 2.390 3.094
C 2.242 -8.561 3.470
C 2.281 0.273 -0.872
C -3.107 -3.134 -1.854
C -0.494 -7.419 3.086
C -4.093 -2.196 -1.133
C 3.368 2.962 4.559
C 0.467 3.143 -5.412
C 1.348 6.878 1.092
C 0.528 4.944 -1.009
C 1.415 -2.058 1.663
C 1.807 3.305 -6.096
C -6.260 -2.734 -2.391
C -0.052 -8.116 4.375
C -5.894 -3.691 -0.099
C 1.888 -7.910 2.145
C 1.636 4.632 0.003
C -0.270 3.675 -1.190
C -6.619 -3.802 1.256
C -0.968 7.845 1.021
C 3.513 4.371 3.974
C 4.588 2.225 3.946
C -5.588 -5.147 -0.522
C 1.441 -8.027 4.637
C 0.168 7.241 0.175
H 5.549 2.627 4.260
H 0.422 9.312 -0.598
H -5.921 -3.598 -2.965
H 0.302 2.775 2.137
H -7.561 -4.341 1.149
H -6.500 -5.738 -0.440
H 1.821 6.198 -2.358
H 4.691 3.240 6.284
H 2.271 -5.852 2.818
H 4.100 2.042 0.186
H 0.273 1.652 5.778
H -1.551 -5.523 3.569
H -2.466 -0.796 -1.338
H 2.345 6.219 4.034
H -1.031 8.915 0.832
H -0.087 1.305 3.154
H -1.780 2.431 -4.219
H 0.613 -2.633 -0.236
H -2.579 -2.571 -2.628
H 0.582 3.197 -4.325
H 2.978 3.532 6.683
H 0.346 -2.396 4.108
H 0.219 8.060 -1.800
H 3.641 -6.569 1.933
H 2.240 4.292 -5.941
H -1.618 0.540 -7.910
H -4.708 -1.366 -3.049
H -2.313 -3.475 -1.182
H 2.253 -5.964 1.128
H 2.165 -9.651 3.409
H 0.952 -0.986 -1.959
H -0.057 0.625 -3.860
H -2.769 -1.122 0.316
H 2.488 3.276 -8.141
H 2.873 0.733 -8.377
H 0.642 4.719 2.924
H 3.552 0.885 1.376
H -0.634 -2.161 1.005
H -3.946 -0.138 -0.472
H -0.063 2.479 -9.556
H 0.874 3.797 -7.950
H 3.133 5.616 1.194
H -0.237 -5.355 2.383
H 4.364 4.845 4.468
H -1.086 2.753 3.186
H 1.681 -6.972 4.843
H -0.650 -7.686 5.180
H 0.283 4.978 4.702
H 1.714 -8.466 5.600
H 3.290 -8.406 3.750
H 0.374 2.802 -1.121
H 3.394 -9.151 1.075
H 0.141 -5.594 4.057
H -0.901 -1.579 3.148
H -0.808 3.661 -2.142
H 2.433 4.027 -0.423
H 0.041 -0.684 4.364
H -4.828 -5.618 0.106
H 0.431 5.530 -3.053
H 1.531 1.743 -9.991
H -1.830 -9.055 2.682
H 0.053 0.133 0.704
H -7.762 -3.781 -1.200
H 2.504 2.559 -5.702
H 0.826 3.275 6.316
H 1.188 4.116 0.861
H -0.283 3.896 -5.676
H -6.010 -4.261 2.032
H -3.792 -2.603 1.591
H -0.722 7.711 2.074
H 1.731 -9.733 1.066
H 2.274 5.256 5.456
H -2.265 2.566 -5.896
H 4.553 2.257 2.855
H -5.686 -0.900 -1.605
H -6.899 -2.793 1.579
H 3.603 1.909 6.397
H -0.765 3.021 5.587
H -0.292 -7.971 0.273
H 2.829 0.573 -1.781
H 3.613 4.380 2.888
H 1.527 0.769 -4.749
H 1.876 4.513 -2.767
H 2.851 6.410 -0.311
H 2.891 -0.493 -0.387
H 2.364 -1.774 1.220
H 2.153 -8.430 0.031
H -2.615 -7.687 3.424
H 0.159 -0.262 -5.270
H -6.975 -2.177 -3.005
H 1.661 -0.424 -7.869
H -0.295 -9.179 4.262
H 3.032 2.564 1.394
H -2.221 -7.500 1.759
H -1.954 7.439 0.815
H 4.547 1.157 4.173
H -3.551 -4.032 -2.281
H 1.863 7.744 1.514
H -2.120 5.786 -0.734
H 0.109 0.770 -9.650
H -5.179 -5.206 -1.532
H 1.782 8.315 -1.063
H 0.912 6.402 1.987
H 1.411 -3.085 2.052
H -2.164 0.972 -5.109
H 2.493 0.511 -6.657
H -7.328 -2.180 -0.662
H 1.769 0.636 3.430
H 0.354 0.565 -1.700
H -1.055 3.600 -0.429
*
```

For the frontier orbital gap, the calculation gives 8.48 eV. For the HOMO energy, the calculation gives -0.29188 Eh. As for the relative energy (zero: lowest compared OMol25 entry of this formula, charge and spin): 0.00 kJ/mol.

- frontier orbital gap of number 2 (C51H110N6O7)?
  8.48 eV

- HOMO of number 1 (C51H102O15)?
  -0.33437 Eh

- What is the formula in the first record?
  C51H102O15